Computed, not measured: C52H61N2OP2SbSi2Ti as an isolated structure, with the ωB97M-V functional and the def2-TZVPD basis.

```
122
Properties=species:S:1:pos:R:3:lowdin_charge:R:1
Ti -0.3673 -0.2986 -0.0411 0.76
C -1.1041 -3.1597 -2.3820 -0.15
Si -2.5249 -1.9993 -1.9974 0.41
C -4.1045 -2.9681 -1.7491 -0.16
C -2.7567 -0.7160 -3.3524 -0.14
N -2.0467 -1.1594 -0.4975 -0.33
P -2.8795 -0.1610 0.5353 0.77
C -1.5166 0.5961 1.2768 -0.41
P -0.5692 -0.1217 2.5258 0.76
N 0.5120 -0.9423 1.5580 -0.35
Si 2.0533 -1.6806 2.1035 0.41
C 2.0868 -3.3705 1.2782 -0.17
C 3.4698 -0.5534 1.6086 -0.16
C 2.1367 -1.9038 3.9576 -0.15
C -1.4504 -1.2724 3.5789 -0.31
C -2.4268 -0.7969 4.4532 -0.08
C -3.1225 -1.6855 5.2554 -0.05
C -2.8378 -3.0444 5.1958 -0.05
C -1.8774 -3.5203 4.3164 -0.05
C -1.1942 -2.6368 3.4958 -0.10
C 0.2724 1.0907 3.5301 -0.29
C 0.3819 0.9683 4.9132 -0.08
C 1.1167 1.9024 5.6282 -0.05
C 1.7474 2.9465 4.9660 -0.04
C 1.6366 3.0705 3.5861 -0.05
C 0.8930 2.1484 2.8695 -0.07
C -3.8420 1.0988 -0.3196 -0.32
C -3.4044 2.4242 -0.3327 -0.10
C -4.1048 3.3817 -1.0564 -0.05
C -5.2498 3.0222 -1.7541 -0.04
C -5.7121 1.7116 -1.7070 -0.04
C -5.0152 0.7538 -0.9892 -0.08
C -4.0642 -1.0630 1.5263 -0.30
C -5.0765 -0.3349 2.1562 -0.07
C -6.0455 -0.9968 2.8894 -0.05
C -6.0104 -2.3821 2.9885 -0.05
C -5.0000 -3.1040 2.3700 -0.06
C -4.0225 -2.4464 1.6397 -0.09
H -0.9837 -3.2966 -3.4604 0.04
H -1.2697 -4.1449 -1.9386 0.04
H -0.1425 -2.8000 -2.0002 0.00
H -4.3504 -3.4225 -2.7165 0.05
H -4.9652 -2.3653 -1.4575 0.02
H -4.0016 -3.7819 -1.0311 0.03
H -3.2721 -1.1851 -4.1977 0.05
H -1.8127 -0.3241 -3.7444 0.01
H -3.3789 0.1211 -3.0276 0.02
H 1.5127 -3.4080 0.3494 0.02
H 1.6579 -4.1213 1.9483 0.04
H 3.1095 -3.6883 1.0541 0.04
H 3.1479 0.4905 1.5296 0.02
H 3.9646 -0.8445 0.6802 0.01
H 4.2262 -0.5827 2.4000 0.06
H 1.3028 -2.4339 4.4099 0.03
H 2.2986 -0.9676 4.4922 0.03
H 3.0331 -2.5168 4.1212 0.05
H -2.6431 0.2644 4.5106 0.12
H -3.8799 -1.3174 5.9365 0.12
H -3.3746 -3.7345 5.8357 0.12
H -1.6625 -4.5804 4.2658 0.12
H -0.4576 -3.0104 2.7983 0.09
H -0.0925 0.1475 5.4346 0.11
H 1.1988 1.8109 6.7034 0.12
H 2.3252 3.6696 5.5287 0.12
H 2.1211 3.8858 3.0647 0.10
H 0.7975 2.2637 1.8002 0.08
H -2.5385 2.7060 0.2571 0.10
H -3.7662 4.4101 -1.0574 0.12
H -5.7954 3.7682 -2.3186 0.12
H -6.6232 1.4375 -2.2236 0.12
H -5.4004 -0.2572 -0.9356 0.11
H -5.1169 0.7448 2.0656 0.12
H -6.8349 -0.4350 3.3730 0.12
H -6.7777 -2.9005 3.5508 0.12
H -4.9734 -4.1838 2.4546 0.12
H -3.2318 -3.0050 1.1586 0.10
O -0.8252 1.2889 -1.5233 -0.15
H -0.6173 1.1719 -2.4656 0.05
H -1.7289 1.6312 -1.4495 0.05
C 4.6040 0.9691 -3.6916 -0.04
C 4.5719 -0.3944 -3.0574 -0.29
C 5.4571 -1.3671 -3.5183 -0.02
C 5.4349 -2.6630 -3.0254 -0.05
C 4.5116 -3.0187 -2.0530 -0.06
C 3.6297 -2.0617 -1.5794 -0.15
C 3.6662 -0.7523 -2.0538 -0.35
Sb 2.1080 0.5463 -1.4380 1.62
C 1.3661 0.8073 -3.4406 -0.34
C 0.9934 -0.4293 -3.9800 -0.16
C 0.4685 -0.5341 -5.2567 -0.08
C 0.2983 0.6180 -6.0127 -0.05
C 0.6726 1.8448 -5.4883 -0.03
C 1.2190 1.9680 -4.2074 -0.29
C 1.6465 3.3301 -3.7313 -0.03
C 2.7670 2.4090 -0.6387 -0.33
C 1.7306 3.3397 -0.4896 -0.19
C 1.9599 4.5992 0.0294 -0.08
C 3.2483 4.9409 0.4264 -0.06
C 4.2668 4.0137 0.3160 -0.03
C 4.0558 2.7331 -0.2096 -0.29
C 5.2433 1.8113 -0.2683 -0.05
H 5.6323 1.2976 -3.8468 0.10
H 4.1041 1.7330 -3.0909 0.04
H 4.1154 0.9451 -4.6698 0.10
H 6.1740 -1.1012 -4.2882 0.13
H 6.1345 -3.3957 -3.4074 0.12
H 4.4799 -4.0307 -1.6672 0.11
H 2.9144 -2.3404 -0.8160 0.04
H 1.1424 -1.3408 -3.4084 0.08
H 0.2068 -1.5049 -5.6601 0.12
H -0.1081 0.5618 -7.0147 0.12
H 0.5638 2.7381 -6.0942 0.12
H 1.8288 3.9849 -4.5822 0.09
H 2.5578 3.2901 -3.1348 0.06
H 0.8773 3.8041 -3.1161 0.09
H 0.7273 3.0812 -0.7998 0.08
H 1.1478 5.3094 0.1203 0.11
H 3.4552 5.9255 0.8273 0.12
H 5.2677 4.2791 0.6389 0.13
H 5.6899 1.7199 0.7238 0.10
H 5.0004 0.8106 -0.6147 0.04
H 6.0093 2.2214 -0.9304 0.10
```

Summary:
Molecular weight: 1017.8 g mol⁻¹
Charge: +2
HOMO-LUMO gap: 7.941 eV

Computed, not measured: a 7-piece molecular cluster, C52H62F6N8O4P overall, with the ωB97M-V functional and the def2-TZVPD basis.

```
133
Properties=species:S:1:pos:R:3:lowdin_charge:R:1
C 4.8950 6.0534 2.1856 0.05
N 4.5524 4.7125 2.7329 -0.08
C 3.4090 4.6221 3.4031 0.03
C 2.9086 3.3936 3.7956 0.08
C 3.5532 2.2066 3.3648 -0.09
C 4.7939 2.3691 2.7141 0.02
C 5.2522 3.6106 2.3423 0.01
C 2.8458 0.8842 3.6212 -0.12
C 1.4740 0.8381 3.5301 0.06
C 0.7650 -0.4164 3.7460 0.07
N 1.4785 -1.4941 4.1190 -0.09
C 2.8096 -1.5203 4.2835 0.00
C 3.4574 -0.3166 4.1200 0.03
C 0.6753 -2.7124 4.1766 0.04
H 4.4823 6.0930 1.1775 0.11
H 5.9727 6.2027 2.1204 0.11
H 4.4383 6.8270 2.8030 0.12
H 2.9018 5.5491 3.6261 0.16
H 1.9991 3.2879 4.3682 0.14
H 5.3442 1.4781 2.4500 0.11
H 6.0604 3.8025 1.6521 0.14
H 0.8950 1.7274 3.3296 0.11
H -0.3081 -0.5322 3.7072 0.13
H 3.3045 -2.4327 4.5821 0.15
H 4.5318 -0.3783 4.2113 0.12
H -0.2621 -2.5937 4.7200 0.13
H 1.3049 -3.4679 4.6466 0.10
H 0.6424 -2.8726 3.0989 0.08
C -4.4743 -0.5843 -2.7127 0.06
N -3.9476 -1.8755 -2.1662 -0.05
C -3.1312 -2.6120 -3.0032 0.03
C -2.5708 -3.8329 -2.5690 0.04
C -2.8212 -4.2144 -1.2469 -0.14
C -3.6583 -3.4890 -0.4588 0.07
C -4.3078 -2.3293 -0.9468 0.09
C -1.9498 -5.3294 -0.6745 -0.10
C -2.0455 -6.6434 -1.1322 0.06
C -1.3749 -7.7252 -0.5319 0.04
N -0.5592 -7.4760 0.4938 -0.09
C -0.3989 -6.2287 0.9822 0.02
C -1.0827 -5.1268 0.4449 0.05
C 0.0980 -8.6073 1.1713 0.05
H -4.5086 0.0687 -1.8406 0.08
H -5.4332 -0.7690 -3.1971 0.13
H -3.6786 -0.1499 -3.3178 0.07
H -2.9825 -2.1193 -3.9527 0.14
H -1.9443 -4.4156 -3.2280 0.13
H -3.8983 -3.6147 0.5867 0.15
H -4.9496 -1.6867 -0.3623 0.14
H -2.6985 -7.0560 -1.8871 0.14
H -1.4685 -8.7636 -0.8140 0.16
H 0.1019 -6.1395 1.9349 0.14
H -1.1014 -4.1685 0.9427 0.11
H -0.5668 -9.4462 1.3768 0.13
H 0.5176 -8.2276 2.1029 0.11
H 0.9461 -8.8801 0.5433 0.12
C 1.0682 -3.8475 -1.8312 0.05
N 2.3717 -3.1009 -1.7348 -0.06
C 3.2689 -3.1853 -2.7116 0.00
C 4.4794 -2.5104 -2.6378 0.07
C 4.7839 -1.7377 -1.4676 -0.11
C 3.8329 -1.6548 -0.4543 0.05
C 2.6198 -2.3195 -0.6481 0.03
C 6.0261 -0.9414 -1.3337 -0.13
C 6.5800 -0.3992 -2.5138 0.06
C 7.7101 0.4353 -2.4787 0.05
N 8.1634 0.7915 -1.2621 -0.09
C 7.6696 0.3046 -0.0470 0.07
C 6.5593 -0.6124 -0.0691 0.06
C 9.3801 1.6314 -1.1521 0.05
H 0.6596 -3.4805 -2.7728 0.10
H 0.4681 -3.4926 -0.9934 0.07
H 1.1766 -4.9285 -1.7433 0.11
H 3.2157 -3.8863 -3.5315 0.16
H 5.1416 -2.7144 -3.4662 0.14
H 4.0545 -1.2286 0.5130 0.12
H 1.9251 -2.3653 0.1775 0.14
H 6.0333 -0.5645 -3.4305 0.13
H 8.1796 0.8664 -3.3505 0.16
H 8.1340 0.6777 0.8538 0.14
H 6.1826 -0.9260 0.8932 0.12
H 10.0621 1.2646 -1.9192 0.12
H 9.8237 1.4788 -0.1682 0.11
H 9.0783 2.6665 -1.3122 0.12
C 0.2811 0.0801 -2.8026 0.02
N -0.8818 1.0725 -2.9059 -0.06
C -1.0930 1.7814 -1.7857 0.00
C -2.0886 2.7626 -1.7639 0.09
C -2.8918 2.9765 -2.9130 -0.10
C -2.5192 2.2935 -4.0248 0.01
C -1.5055 1.3348 -4.0761 0.02
C -3.9543 4.0580 -2.9580 -0.14
C -4.7363 4.2082 -1.8375 0.06
C -5.7111 5.2301 -1.8025 0.09
N -5.8968 6.0223 -2.9113 -0.07
C -5.1338 5.8892 -4.0226 0.06
C -4.1735 4.8576 -4.0353 0.04
C -6.9804 7.0107 -2.8334 0.04
H -0.0572 -0.9410 -2.9786 0.08
H 0.7828 0.1707 -1.8392 0.08
H 1.0024 0.3993 -3.5549 0.10
H -0.4858 1.5083 -0.9354 0.12
H -2.1316 3.3683 -0.8708 0.14
H -3.0651 2.4116 -4.9492 0.14
H -1.0930 0.8308 -4.9376 0.15
H -4.8179 3.5751 -0.9663 0.10
H -6.3566 5.3261 -0.9420 0.15
H -5.5094 6.3933 -4.9008 0.16
H -3.6234 4.8088 -4.9634 0.14
H -7.2338 7.3409 -1.8260 0.12
H -7.9447 6.6612 -3.2022 0.13
H -6.5575 7.8369 -3.4049 0.11
P -6.5725 1.4860 0.4581 0.24
F -6.3556 -0.1659 0.5623 -0.21
F -8.2354 1.3164 0.5751 -0.16
F -6.3981 1.4981 2.0685 -0.15
F -6.6835 3.1041 0.5450 -0.15
F -4.9859 1.5521 0.2438 -0.20
F -6.6348 1.3587 -1.1884 -0.20
C -3.1321 1.7290 5.4609 -0.02
C -1.6550 1.4479 5.8657 -0.79
O -1.4631 0.3609 6.5034 -0.06
O -0.8907 2.2923 5.4607 -0.04
H -3.7287 1.7129 6.3730 0.08
H -3.4915 0.9038 4.8461 0.06
H -3.2330 2.7041 4.9843 0.06
C -1.8344 0.5813 1.1933 -0.01
C -1.3444 -0.7914 0.8447 -0.73
O -0.8801 -1.0469 -0.2847 -0.10
O -1.1919 -1.7036 1.7340 -0.10
H -1.0077 1.2746 1.3479 0.08
H -2.1739 0.5611 2.2289 0.09
H -2.6688 0.8578 0.5488 0.06
```

Summary:
Molecular weight: 1008.1 g mol⁻¹
Charge: +5
HOMO-LUMO gap: 1.425 eV

The records above yield E_tot values of -4553.994078; -3696.482580 Ha, respectively.
The records above yield max |F| values of 0.86; 4.15 eV Å⁻¹, respectively.
The records above yield highest occupied orbital energy values of -0.490; -0.530 Ha, respectively.